C12H23AlBeBrF4N4NaO8 | ωB97M-V/def2-TZVPD

Results
HOMO level = -8.5 eV

Each line ends with the Mulliken charge.
Positions of all 55 atoms, in Å:
N 1.123713 3.397486 2.113581  -0.62
C 0.691093 3.354620 3.292721  0.32
N 0.606798 4.534762 4.082134  -0.46
N 0.204381 2.199901 3.976099  -0.12
C -1.134141 1.800866 3.640781  -1.19
C -1.308425 0.314623 3.311006  -0.92
C -1.158708 0.000902 1.803529  -0.50
C 0.310793 -0.330342 1.491923  -1.50
C 0.778964 -0.206560 0.025909  3.11
C -0.282184 0.201478 -1.010103  -1.72
O 0.371592 0.937808 -2.050050  -0.24
N -0.231101 2.250156 -2.203432  0.09
O 0.473164 3.083478 -1.823154  -0.22
O 1.802165 0.820227 -0.031274  -0.43
C 2.993022 0.198917 -0.110781  0.40
O 3.995768 0.477934 0.442171  -0.49
O 2.776351 -0.861116 -0.975503  -0.36
C 1.622544 -1.465576 -0.391503  0.19
O 1.011962 -2.184702 -1.413964  -0.51
H 1.092068 2.468514 1.685310  0.27
H -0.042302 5.167225 3.621051  0.30
H 1.530473 4.961094 4.095345  0.37
H 0.871170 1.437423 3.965183  0.34
H -1.771982 2.015481 4.559835  0.53
H -1.501311 2.400139 2.821524  0.56
H -2.301470 0.035006 3.647774  0.46
H -0.580626 -0.295002 3.855432  0.40
H -1.746628 -0.896898 1.628704  0.43
H -1.530969 0.870636 1.274371  0.30
H 0.964906 0.281055 2.110354  0.16
H 0.466936 -1.356890 1.829763  0.19
H -1.059667 0.843343 -0.609694  0.95
H -0.721609 -0.652509 -1.514694  0.40
H 2.112368 -2.077336 0.430012  -0.35
H 1.742837 -2.623993 -1.913104  0.49
Be 2.909664 -1.483636 2.948282  0.06
Br -3.839594 2.387081 3.680585  -0.27
C -2.761406 -1.289855 -5.124073  -1.13
C -2.853885 -1.750941 -3.694794  0.76
O -2.135823 -1.288167 -2.836338  -0.51
C -3.875142 -2.815035 -3.380409  -1.16
H -1.989828 -0.529097 -5.209829  0.27
H -2.503063 -2.129839 -5.770071  0.36
H -3.716270 -0.868045 -5.442683  0.36
H -3.662533 -3.715727 -3.957612  0.35
H -4.875633 -2.456923 -3.626422  0.34
H -3.835849 -3.055331 -2.320240  0.28
F 3.351240 -5.143996 -5.106775  -0.37
Al 2.732995 -3.627221 -4.749093  0.44
F 1.076653 -3.565469 -5.046904  -0.36
F 3.547653 -2.417153 -5.565091  -0.35
F 2.930785 -3.377156 -3.052919  -0.41
O 2.594042 4.999037 5.824054  -0.56
H 2.776313 4.946642 6.774710  0.26
Na 1.957734 -3.921320 -0.001637  0.99

Cartesian forces, eV/Å:
-0.164 -0.625 0.715
0.142 0.569 -0.158
0.308 -0.250 -0.594
0.036 -0.153 -0.909
1.066 -0.426 0.077
0.116 -0.058 -0.171
0.521 0.010 1.186
-0.831 0.031 -0.467
0.261 0.109 0.428
0.273 -0.015 -1.207
0.364 -0.206 -0.022
-0.318 0.181 0.443
0.167 -0.039 -0.335
-0.033 0.211 1.616
-0.478 -0.020 -1.199
0.293 0.220 -0.102
0.871 -0.213 1.237
0.537 1.040 -2.549
0.425 -1.004 1.485
0.175 0.144 -0.359
-0.130 0.203 0.395
-0.062 0.206 0.427
0.064 -0.003 0.522
-0.460 0.117 -0.333
0.016 0.192 0.022
-0.037 -0.076 0.012
-0.081 0.038 0.283
-0.319 0.228 -0.509
-0.194 -0.193 -0.331
0.146 0.097 -0.114
0.061 -0.058 0.067
-0.071 -0.189 0.347
-0.228 -0.170 0.502
-1.181 0.939 0.108
-0.092 0.284 -1.113
0.307 -0.161 0.189
-0.638 0.210 0.416
0.152 0.153 0.093
0.075 0.020 -0.145
-0.183 -0.105 0.065
0.110 0.023 0.241
0.023 -0.016 0.009
-0.107 -0.014 -0.033
-0.041 -0.131 -0.068
-0.099 0.038 -0.104
-0.003 -0.077 -0.129
0.001 0.009 0.008
-0.003 -0.062 0.178
-0.013 -0.039 -0.641
-0.067 0.001 0.214
0.024 0.066 0.109
-0.409 0.054 1.066
-0.167 -0.152 -0.282
-0.139 -0.004 -0.062
0.012 -0.936 -0.525

***

C3H8NO | ωB97M-V/def2-TZVPD

Results
HOMO level = -14.1 eV
energy above the lowest of the compared OMol25 structures with the same formula, charge and spin = 3.476 eV
total charge = +1

Each line ends with the Mulliken charge.
Positions of all 13 atoms, in Å:
C -1.560469 -0.378850 0.256994  -0.25
C 0.585835 0.251269 -0.198644  0.42
C 1.463326 -0.813013 0.155728  -1.23
N 0.881554 1.473244 -0.244474  -0.30
O -2.783387 0.253517 0.243994  -0.44
H -1.614099 -0.965267 -0.654167  0.30
H -1.158795 -0.723691 1.096894  0.40
H 2.356132 -0.571491 0.655094  0.45
H 1.909072 -1.242126 -0.749743  0.34
H 1.122898 -1.514232 0.829612  0.33
H 1.883836 1.892611 -0.202134  0.28
H -3.326827 0.122328 -0.612512  0.41
H 0.240926 2.215705 -0.576639  0.28

Cartesian forces, eV/Å:
-3.071 1.173 -6.546
-3.892 -0.076 1.357
1.953 0.114 -1.603
2.401 3.316 -1.191
1.155 0.204 -0.134
1.222 -0.763 0.515
1.140 -1.004 3.722
1.444 1.466 0.753
-0.673 -0.479 -0.114
-1.696 -1.958 0.784
-1.766 -1.294 0.152
1.722 0.217 1.787
0.061 -0.916 0.518

***

C27H49BrN4O13P4S | ωB97M-V/def2-TZVPD

Results
HOMO level = -7.9 eV
energy above the lowest of the compared OMol25 structures with the same formula, charge and spin = 0.000 eV

Each line ends with the Mulliken charge.
Positions of all 99 atoms, in Å:
C 4.078222 2.075729 1.447094  -1.19
C 2.873234 1.864074 0.406977  -0.10
C 2.012884 0.576648 0.744395  0.40
C 2.542428 -0.748811 0.071274  -0.79
C 1.375799 -1.844091 0.243773  -0.64
C 0.218866 -1.511278 -0.838363  -1.07
C -1.104279 -1.058140 -0.143453  0.87
C -1.871704 0.097340 -0.603240  0.41
P -1.439712 1.165133 -2.099366  0.18
O -0.680853 0.228619 -3.307262  -0.49
Br 0.016231 2.766235 -1.345490  -0.11
C -3.140690 0.490517 0.182509  -0.28
C -3.876317 1.754867 -0.326059  0.17
C -3.315097 3.085566 0.036398  -0.46
C -4.011485 4.265539 -0.499830  -0.53
N -5.114077 4.287333 -1.308807  -0.58
C -5.617788 3.045341 -1.602706  -0.28
C -5.089139 1.740966 -1.186480  -0.47
C -3.636217 -0.236353 1.333321  0.32
C -4.915836 0.149798 2.163959  -0.73
N -6.067696 0.580256 1.339685  -0.47
C -2.886717 -1.476150 1.813182  0.70
N -3.267285 -2.272600 2.864988  -0.68
S -2.068534 -3.438396 2.884009  0.08
N -1.067243 -2.967453 1.635912  -0.57
C -1.625627 -1.828768 1.046736  0.34
H 4.877459 1.319726 1.236877  0.33
H 3.639132 1.970704 2.482776  0.29
H 4.414961 3.142182 1.313340  0.32
H 3.229615 1.839231 -0.660943  0.30
H 2.234172 2.791039 0.518234  -0.13
H 2.018508 0.476933 1.874668  0.25
H 0.933296 0.805438 0.482998  -0.43
H 3.482057 -1.085011 0.584611  0.38
H 2.749883 -0.655409 -1.029899  0.31
H 1.019446 -1.727877 1.299464  0.40
H 1.828698 -2.849727 0.030975  0.11
H 0.651102 -0.731428 -1.514855  0.45
H 0.021295 -2.468170 -1.400024  0.24
H -0.848825 -0.728857 -3.184569  0.33
H -2.399077 3.165483 0.682824  0.62
H -3.557322 5.265091 -0.246101  0.45
H -6.538657 3.021295 -2.251657  0.33
H -5.538539 0.758920 -1.493293  0.39
H -4.678012 0.891814 2.988917  0.16
H -5.242590 -0.797920 2.690933  0.44
H -6.955622 0.281676 1.740334  0.25
H -6.036457 1.600837 1.237310  0.22
C 0.559010 6.524706 4.123460  -0.66
O 0.666099 7.398412 3.002210  -0.37
P 0.525586 6.732932 1.562243  0.75
O -0.635594 5.850755 1.389418  -0.46
O 1.937732 6.016870 1.331158  0.05
C 3.128626 6.734236 1.640425  -0.78
O 0.574205 7.988584 0.585910  -0.35
C 0.350709 7.721097 -0.797583  -0.59
H 1.140171 6.946492 4.943031  0.25
H -0.484981 6.446869 4.426955  0.26
H 0.949422 5.530960 3.892731  0.29
H 3.449614 6.477535 2.651681  0.24
H 2.984867 7.813740 1.569290  0.37
H 3.905618 6.436575 0.937038  0.26
H 1.001648 6.915659 -1.144562  0.27
H 0.575669 8.623873 -1.363322  0.24
H -0.692737 7.449494 -0.960998  0.25
C -4.787834 -2.013573 -5.731366  -0.67
O -4.569235 -3.348851 -5.278432  -0.31
P -3.074017 -3.738235 -4.899692  0.68
O -2.385703 -2.797851 -4.009537  -0.23
O -2.358983 -3.939652 -6.316025  -0.29
C -3.030105 -4.695104 -7.320248  -0.70
O -3.227764 -5.219103 -4.337766  -0.31
C -2.050996 -5.814887 -3.795961  -0.62
H -5.649758 -2.014940 -6.397806  0.24
H -4.995353 -1.368160 -4.877891  0.23
H -3.923007 -1.631939 -6.278472  0.34
H -3.575302 -4.014507 -7.976557  0.24
H -3.725417 -5.418153 -6.890533  0.35
H -2.285110 -5.230855 -7.907411  0.26
H -1.219905 -5.736367 -4.500304  0.31
H -2.254006 -6.867848 -3.607191  0.24
H -1.786430 -5.329446 -2.855723  0.22
C 5.053261 -5.910138 1.017847  -0.69
O 4.700285 -5.506108 2.338514  -0.29
P 5.090283 -4.020781 2.759544  0.87
O 4.704822 -2.974919 1.807364  -0.44
O 6.663369 -4.102039 3.041798  -0.29
C 7.164554 -5.188114 3.815138  -0.70
O 4.449613 -3.889735 4.210642  -0.28
C 4.528911 -2.603916 4.821882  -0.60
H 5.206155 -6.989002 1.019110  0.25
H 4.242707 -5.663558 0.332013  0.23
H 5.974745 -5.426470 0.686250  0.35
H 7.500066 -5.981257 3.144481  0.24
H 6.410892 -5.585504 4.497087  0.34
H 8.014600 -4.835779 4.398414  0.27
H 5.554494 -2.229018 4.799386  0.32
H 4.210393 -2.695688 5.859127  0.24
H 3.868220 -1.905178 4.307156  0.19

Cartesian forces, eV/Å:
-1.226 0.056 -0.991
-0.003 0.268 0.913
0.348 0.828 -0.190
-1.127 -0.351 0.694
1.090 1.122 -0.784
0.173 -0.666 1.540
-1.235 1.410 -0.314
0.764 -2.566 2.622
-1.342 -0.173 -1.279
-0.409 0.204 1.976
0.109 -0.777 -0.095
-0.132 -1.113 0.737
-0.498 2.113 -0.369
-2.403 -1.030 -1.535
1.019 -0.724 0.433
1.130 -2.474 1.161
0.312 -1.533 0.102
1.847 1.990 0.978
1.005 0.101 -0.980
-0.065 -0.832 0.291
0.593 0.403 0.273
-0.058 1.837 -1.555
2.520 0.323 -2.523
0.277 1.413 -1.290
-2.082 1.554 -0.174
-0.835 -1.142 1.684
-0.501 0.836 0.511
0.721 0.005 -1.019
0.137 -1.194 0.243
-0.240 -0.001 1.053
0.516 -1.073 -0.229
0.019 -0.185 -1.184
1.200 -0.508 0.044
-0.851 0.204 -0.486
-0.104 0.261 0.994
0.247 -0.579 -1.064
-0.716 0.807 0.508
-0.788 -0.662 0.500
0.056 1.029 0.314
0.117 0.389 -0.084
-1.152 0.068 -0.828
-0.641 -1.120 -0.308
1.086 0.185 0.739
0.406 1.349 0.369
0.064 -0.756 -0.959
0.575 1.041 -0.532
0.421 0.293 0.042
-0.391 -0.686 -0.010
-0.100 -0.264 0.363
0.107 0.466 -0.732
-0.298 -0.217 -0.075
0.654 0.070 -0.024
-0.596 -0.237 -0.096
0.369 0.145 0.133
0.108 0.131 0.877
-0.176 -0.130 -0.469
-0.011 0.099 -0.142
0.046 -0.070 -0.059
-0.058 0.017 0.000
-0.007 0.055 -0.033
-0.029 -0.054 -0.005
-0.126 -0.079 -0.011
-0.056 -0.002 0.000
0.042 0.024 0.217
0.076 -0.068 0.016
-0.100 0.487 -0.089
0.273 -0.822 0.283
-0.023 0.111 0.019
0.171 -0.160 -0.380
0.225 0.312 0.546
-0.197 -0.166 -0.349
-0.673 0.437 -0.292
0.405 -0.135 0.264
0.037 -0.156 0.082
0.095 -0.008 -0.043
-0.016 0.011 0.063
-0.014 -0.056 0.036
0.039 0.048 0.014
0.055 0.096 0.101
-0.005 0.017 0.044
-0.168 0.104 -0.092
0.028 0.021 -0.081
0.047 -0.115 -0.447
-0.130 0.310 0.809
-0.107 0.148 -0.159
0.445 -0.221 0.282
-0.324 0.419 -0.309
0.190 -0.329 0.167
-0.036 -0.761 -0.413
-0.044 0.484 0.134
-0.059 0.068 0.149
0.081 0.060 0.012
-0.059 0.016 -0.015
-0.039 0.000 0.056
0.011 0.039 -0.045
-0.054 0.096 -0.096
-0.042 0.022 -0.021
0.003 -0.193 -0.103
0.093 -0.014 -0.025

***

C3H5Br | ωB97M-V/def2-TZVPD

Results
HOMO level (alpha / beta) = -5.8 / -10.5 eV
energy above the lowest of the compared OMol25 structures with the same formula, charge and spin = 1.113 eV
2S+1 = 3
<S²> = 2.008

Each line ends with the Mulliken spin population.
Positions of all 9 atoms, in Å:
C 0.078530 -1.429890 -0.048441  0.95
C -0.420709 -0.181872 0.016015  0.82
C 0.412651 1.096812 -0.003309  -0.03
Br -2.433267 0.086308 0.188613  0.10
H -0.456430 -2.394740 -0.174097  0.02
H 1.140038 -1.451965 0.125469  0.03
H -0.454104 1.853027 -0.352686  0.02
H 0.883779 1.368001 1.013490  0.08
H 1.249514 1.054323 -0.765057  0.03

Cartesian forces, eV/Å:
2.256 -7.140 0.035
-3.621 7.747 -0.412
-2.428 0.578 -0.520
2.182 -0.456 0.292
0.413 1.124 -0.281
0.284 -0.595 0.494
2.663 -0.903 1.003
-0.790 -0.264 -1.324
-0.958 -0.092 0.713

***

no.,energy (eV)
1,-127478.7270
2,-6767.6941
3,-179409.2787
4,-73229.1971